The following is a DFT calculation (wB97M-V/def2-TZVPD) of a single C3H3Cl2NO molecule.

Geometry as XYZ:
```
10
Properties=species:S:1:pos:R:3:forces:R:3:lowdin_charge:R:1
C -0.215606 0.043972 0.968853 -1.1 -1.7 0.1 -0.63
C 0.544118 0.818613 -1.251126 0.1 -0.9 1.1 0.06
C -0.281184 -1.330063 0.560894 0.4 1.4 0.2 -1.09
N -0.012490 0.991150 -0.070475 0.1 1.8 -0.9 0.05
O -0.465994 0.470471 2.105059 0.6 0.2 -0.5 -0.04
Cl -0.395180 -2.004047 -1.036064 -0.1 0.0 0.3 0.61
Cl -0.351447 -2.449533 1.819930 -0.2 -0.5 0.3 0.67
H 0.978858 -0.252513 -1.426621 -0.7 2.7 -0.2 0.07
H 0.514591 1.729297 -1.877943 0.4 -1.1 0.0 0.10
H -0.315665 1.982653 0.207492 0.5 -2.0 -0.4 0.20
```
Positions in Å, forces in eV/Å.

Net charge: 0
E_HOMO (alpha / beta), eV: -7.67 / -7.19
Orbital gap (alpha / beta), Ha: 0.2523 / 0.2120
LUMO energy (alpha / beta), eV: -0.807 / -1.423


The following is a DFT calculation (wB97M-V/def2-TZVPD) of a single C3H3Cl2O4P molecule.

Geometry as XYZ:
```
13
Properties=species:S:1:pos:R:3:forces:R:3:lowdin_charge:R:1
O 0.216475 2.786820 -0.200896 0.3 0.2 0.2 0.21
C 0.635961 1.709514 0.034167 0.3 -0.1 0.1 -0.56
O 1.456130 0.964301 -0.742199 -0.4 -0.1 -0.3 0.06
C 1.023281 -0.395333 -0.585881 -0.1 0.3 0.1 -0.17
C 0.264003 -0.372490 0.764497 0.8 -0.4 0.1 -0.98
Cl 1.100576 -1.364452 1.997952 0.0 -0.1 -0.1 0.66
P -1.542989 -0.966361 0.860470 0.0 0.4 0.3 0.60
O -2.282679 0.276624 0.132759 0.0 -0.2 -0.2 -0.33
Cl -1.427177 -2.383914 -0.639621 0.0 -0.1 0.0 0.26
O 0.357802 0.974938 1.162011 -1.0 0.1 -0.1 -0.01
H 1.873565 -1.065962 -0.577231 0.1 0.0 0.0 0.12
H 0.367197 -0.626096 -1.422208 0.0 -0.2 0.0 0.09
H -2.042146 0.462408 -0.783821 0.0 0.1 -0.1 0.07
```
Positions in Å, forces in eV/Å.

Net charge: 0
E_HOMO, eV: -10.34
Orbital gap, Ha: 0.3934
LUMO energy, eV: 0.361


The following is a DFT calculation (wB97M-V/def2-TZVPD) of a single C3H3Cl3 molecule.

Geometry as XYZ:
```
9
Properties=species:S:1:pos:R:3:forces:R:3:lowdin_charge:R:1
Cl 0.519111 0.240553 -2.185647 0.4 0.7 0.1 0.61
C 0.474520 0.531915 -0.454419 1.6 -0.3 0.0 -0.73
C 0.454216 -0.743263 0.396889 -0.4 1.3 -0.6 -0.16
C -0.730277 0.156921 0.282354 -0.8 -0.1 -0.2 -1.32
Cl -2.043027 -0.443302 -0.668200 -0.7 -0.5 -0.3 0.64
Cl -1.358170 1.250823 1.472652 0.3 0.2 0.8 0.64
H 1.112360 1.340345 0.010552 -0.9 -0.8 -1.2 0.13
H 1.110846 -0.620533 1.184189 0.9 0.0 1.9 0.08
H 0.460422 -1.713460 -0.038370 -0.3 -0.4 -0.5 0.10
```
Positions in Å, forces in eV/Å.

Net charge: 0
E_HOMO, eV: -10.40
Orbital gap, Ha: 0.4113
LUMO energy, eV: 0.793


The following is a DFT calculation (wB97M-V/def2-TZVPD) of a gas-phase ion, C3H3Cl3N3 (charge +1).

Geometry as XYZ:
```
12
Properties=species:S:1:pos:R:3:forces:R:3:lowdin_charge:R:1
Cl 2.694667 -1.245856 0.621324 -1.9 0.6 -0.3 0.69
C 0.970920 -0.773176 0.546802 -0.6 2.8 0.0 -0.68
N 0.118579 -1.704500 -0.130935 3.0 -1.6 0.3 0.10
N -1.059451 -1.525501 -0.321198 -1.3 -1.5 -0.7 0.12
C -1.636937 -0.339642 -0.330175 -0.8 1.6 1.0 -0.04
N -0.881760 0.695978 -0.348389 1.8 3.5 -0.8 0.07
C 0.562049 0.798638 -0.110761 2.6 -2.7 0.2 -1.07
Cl 1.565347 1.124951 -1.608856 -1.5 -0.2 1.3 0.65
Cl 0.938447 1.997750 1.165434 -0.6 -0.7 -1.0 0.72
H 0.574263 -0.471531 1.524831 0.3 -0.9 0.3 0.10
H -2.709098 -0.203443 -0.371384 -0.1 -0.3 -0.1 0.17
H -1.137028 1.646327 -0.636697 -1.1 -0.5 -0.1 0.17
```
Positions in Å, forces in eV/Å.

Net charge: +1
E_HOMO (alpha / beta), eV: -14.85 / -14.85
Orbital gap (alpha / beta), Ha: 0.2775 / 0.2775
LUMO energy (alpha / beta), eV: -7.296 / -7.295


The following is a DFT calculation (wB97M-V/def2-TZVPD) of a single C3H3Cl3O molecule.

Geometry as XYZ:
```
10
Properties=species:S:1:pos:R:3:forces:R:3:lowdin_charge:R:1
O -0.745380 0.172282 2.087737 5.3 4.1 -6.4 -0.08
C 0.098849 0.734218 1.152440 -2.7 -2.8 6.1 -0.20
C 0.574961 0.041773 -0.098172 -1.2 0.0 0.4 -0.79
Cl 1.611708 1.141408 -1.106013 -0.8 -0.7 0.5 0.61
C -0.597092 -0.624534 -0.838757 1.8 0.7 -0.8 -1.10
Cl -1.201112 -2.041194 -0.046129 -0.8 -0.2 0.8 0.67
Cl -1.633863 0.802593 -1.178058 -0.6 -1.0 -0.2 0.63
H 0.885280 1.528343 1.359018 -1.6 -0.1 0.6 0.12
H 1.232044 -0.642002 0.399909 0.7 -1.0 -0.3 0.10
H -0.225394 -1.112887 -1.731975 -0.1 0.9 -0.6 0.05
```
Positions in Å, forces in eV/Å.

Net charge: 0
E_HOMO, eV: -10.38
Orbital gap, Ha: 0.3632
LUMO energy, eV: -0.493


The following is a DFT calculation (wB97M-V/def2-TZVPD) of 2 unconnected molecules or ions with the total composition C3H3Cl3O3S.

Geometry as XYZ:
```
13
Properties=species:S:1:pos:R:3:forces:R:3:lowdin_charge:R:1
C -0.560426 -0.368318 0.849464 -1.1 3.6 -1.1 -0.13
C 0.411007 0.858980 0.990342 0.2 -2.0 1.4 -0.82
Cl 1.429185 1.359211 -0.263614 0.0 0.2 -0.6 0.70
S 1.237842 0.476062 2.430440 0.8 4.5 1.3 0.68
O 2.490321 1.140051 2.804350 -0.9 -0.9 -1.4 -0.34
O 0.396401 0.247847 3.567045 -0.8 -1.1 0.1 -0.31
H -1.624003 0.022759 0.766819 1.2 -0.6 -0.7 0.11
H -0.546040 -0.723864 1.825729 -0.2 -1.7 1.3 0.01
H -0.200607 -0.999077 0.058980 -0.2 -0.6 -0.1 0.07
O 2.234437 -1.383124 1.280861 0.2 -0.9 0.1 -0.10
C 3.002148 -1.579503 2.163356 0.2 -0.7 0.3 -1.33
Cl 2.582404 -2.354908 3.682756 0.0 0.1 -0.5 0.70
Cl 4.620306 -1.099965 2.106219 0.8 0.1 0.0 0.76
```
Positions in Å, forces in eV/Å.

Net charge: 0
E_HOMO (alpha / beta), eV: -9.10 / -9.10
Orbital gap (alpha / beta), Ha: 0.2892 / 0.2892
LUMO energy (alpha / beta), eV: -1.232 / -1.232


The following is a DFT calculation (wB97M-V/def2-TZVPD) of 2 unconnected molecules or ions with the total composition C3H3ClF2.

Geometry as XYZ:
```
9
Properties=species:S:1:pos:R:3:forces:R:3:lowdin_charge:R:1
C -0.953764 0.473191 -0.890797 0.4 -0.7 0.3 0.17
C -1.793108 -0.510320 -0.681635 0.1 0.1 1.2 -0.80
C 1.885006 0.238657 0.637886 0.0 0.2 0.8 -0.04
F -2.922541 -0.683290 -1.348752 -0.1 0.1 -0.5 0.00
F 1.860003 1.399118 1.293625 0.0 0.7 0.7 -0.07
Cl -1.843674 -1.685255 0.684271 0.6 0.9 -0.9 0.60
H 0.041548 0.877286 -0.646061 -1.3 -0.4 -0.2 0.00
H 1.819808 0.498923 -0.418939 0.4 -1.4 0.2 0.05
H 1.906722 -0.608309 1.370402 -0.1 0.5 -1.7 0.09
```
Positions in Å, forces in eV/Å.

Net charge: 0
E_HOMO (alpha / beta), eV: -10.23 / -8.77
Orbital gap (alpha / beta), Ha: 0.3828 / 0.2678
LUMO energy (alpha / beta), eV: 0.181 / -1.485


The following is a DFT calculation (wB97M-V/def2-TZVPD) of a single C3H3ClF2 molecule.

Geometry as XYZ:
```
9
Properties=species:S:1:pos:R:3:forces:R:3:lowdin_charge:R:1
C 0.718980 0.086181 1.287689 -1.3 0.8 -3.2 0.07
C -0.294804 -0.013338 0.432693 0.0 -1.5 0.1 -0.14
C -0.339780 -0.138998 -1.039931 2.1 0.7 -0.1 -0.97
F 0.460124 -1.127452 -1.494238 0.2 -0.1 -0.1 0.05
F -1.554903 -0.439873 -1.433934 -1.2 0.1 -0.6 0.08
Cl 0.223749 1.396575 -1.774602 -0.2 -0.1 -0.3 0.70
H 0.375706 0.157951 2.225078 -0.6 -0.2 3.8 0.02
H 1.691725 0.417515 1.077622 1.2 0.0 -0.5 0.07
H -1.280798 -0.338562 0.719622 -0.3 0.4 1.0 0.11
```
Positions in Å, forces in eV/Å.

Net charge: 0
E_HOMO, eV: -10.74
Orbital gap, Ha: 0.4202
LUMO energy, eV: 0.695


| no. | energy (Ha) | F_max (eV/A) |
| --- | --- | --- |
| 1 | -1166.3889 | 2.82 |
| 2 | -1678.8659 | 1.03 |
| 3 | -1496.6405 | 2.12 |
| 4 | -1660.5576 | 4.05 |
| 5 | -1571.8495 | 9.24 |
| 6 | -2120.4686 | 4.79 |
| 7 | -775.8131 | 1.73 |
| 8 | -775.9955 | 3.80 |